Here is a cluster of 3 separate species, C36H75Br2N4O7S in total in a non-equilibrium geometry from OMol25. Energies are from ωB97M-V/def2-TZVPD.

Values from the calculation:
Orbital gap (eV): 7.0
DFT total energy (a.u.): -7707.79926
Strongest force on any atom (hartree/bohr): 0.143
Molar mass (g mol⁻¹): 867.9

```
! wB97M-V def2-TZVPD RIJCOSX def2/J DEFGRID3
* xyz 1 1
C 7.734 1.676 4.824
C 7.628 0.664 3.973
C 7.631 -0.484 2.809
C 6.918 -1.777 3.460
O 5.961 -1.460 4.533
N 6.366 -2.765 2.457
O 7.460 -3.198 1.771
C 7.918 -4.510 2.220
C 6.776 -5.460 2.853
C 6.768 -5.451 4.491
C 5.403 -1.998 1.606
C 4.579 -3.023 0.650
C 5.372 -3.554 -0.642
C 4.963 -2.768 -2.029
C 3.368 -2.708 -2.288
C 2.583 -4.105 -2.071
C 1.510 -4.090 -0.851
C 0.511 -2.812 -0.861
C 0.511 -2.039 0.593
C -0.845 -2.303 1.444
C -0.792 -1.597 2.927
C -1.435 -0.109 2.942
O -0.372 0.896 2.711
C -0.883 1.973 1.862
C 6.006 -0.710 0.845
S 4.496 0.400 0.516
N 6.978 0.128 1.611
C 8.094 0.744 0.767
Br 7.489 2.187 -0.455
C 8.992 -0.335 -0.034
C 9.098 -0.111 -1.628
Br 10.880 -0.373 0.697
H 8.038 2.548 5.521
H 8.755 -0.752 2.681
H 7.766 -2.362 4.014
H 5.308 -0.787 4.225
H 8.489 -5.099 1.388
H 8.712 -4.345 3.061
H 7.067 -6.555 2.564
H 5.721 -5.298 2.416
H 6.568 -6.531 4.863
H 7.811 -5.155 4.928
H 5.918 -4.794 4.931
H 4.594 -1.578 2.341
H 4.347 -3.957 1.313
H 3.560 -2.529 0.444
H 6.518 -3.502 -0.590
H 5.106 -4.675 -0.834
H 5.356 -1.664 -2.014
H 5.442 -3.252 -2.963
H 2.963 -1.833 -1.624
H 3.154 -2.365 -3.383
H 2.001 -4.329 -3.060
H 3.264 -5.020 -1.900
H 2.006 -4.187 0.189
H 0.855 -5.037 -0.986
H -0.593 -3.161 -1.005
H 0.740 -2.034 -1.678
H 0.593 -0.885 0.457
H 1.410 -2.395 1.252
H -1.032 -3.434 1.659
H -1.784 -1.863 0.930
H -1.400 -2.217 3.709
H 0.282 -1.495 3.337
H -2.289 0.013 2.164
H -1.915 0.161 3.971
H -0.733 1.626 0.764
H -0.347 2.976 2.048
H -2.023 2.159 1.983
H 6.342 -1.040 -0.205
H 4.048 0.172 -0.782
H 6.441 0.965 1.963
H 8.807 1.254 1.540
H 8.589 -1.415 0.165
H 8.096 -0.177 -2.188
H 9.710 0.848 -1.881
H 9.750 -0.992 -2.036
C -8.340 3.603 0.345
O -7.904 4.949 0.436
C -8.075 5.535 1.728
C -6.736 5.664 2.464
N -6.216 4.358 2.869
C -4.804 4.356 3.261
C -3.764 4.877 2.252
O -3.563 4.035 1.120
C -4.564 4.138 0.118
H -8.423 3.344 -0.713
H -7.614 2.921 0.795
H -9.320 3.464 0.814
H -8.816 4.993 2.330
H -8.467 6.542 1.559
H -6.871 6.288 3.353
H -6.049 6.181 1.789
H -6.334 3.697 2.113
H -4.551 3.317 3.494
H -4.703 4.919 4.198
H -2.799 4.900 2.771
H -3.952 5.909 1.940
H -4.936 5.158 0.003
H -5.377 3.446 0.340
H -4.130 3.823 -0.835
C -8.718 2.695 -7.491
O -9.580 2.042 -6.572
C -9.515 0.615 -6.621
C -8.757 0.048 -5.415
N -7.326 0.346 -5.488
C -6.595 0.150 -4.233
C -7.072 0.909 -2.981
O -6.845 2.315 -3.019
C -7.780 3.045 -3.799
H -9.034 3.737 -7.569
H -7.685 2.689 -7.138
H -8.772 2.241 -8.486
H -9.093 0.255 -7.568
H -10.548 0.260 -6.569
H -8.896 -1.036 -5.378
H -9.214 0.478 -4.519
H -7.195 1.305 -5.783
H -5.560 0.449 -4.431
H -6.572 -0.925 -4.010
H -6.475 0.542 -2.139
H -8.112 0.689 -2.720
H -8.790 2.638 -3.730
H -7.441 3.082 -4.835
H -7.800 4.076 -3.435
*
```


Here is a cluster of 2 separate species, C36H75N5OP in total in a non-equilibrium geometry from OMol25. Energies are from ωB97M-V/def2-TZVPD.

Values from the calculation:
Orbital gap (eV): 4.9
DFT total energy (a.u.): -2106.46837
Strongest force on any atom (hartree/bohr): 0.153
Molar mass (g mol⁻¹): 625.0

```
! wB97M-V def2-TZVPD RIJCOSX def2/J DEFGRID3
* xyz 1 1
C 4.746 6.080 -1.651
C 5.252 5.061 -2.071
C 5.608 3.575 -2.320
C 6.719 3.097 -1.264
C 6.681 1.504 -1.520
N 6.900 0.812 -0.444
C 7.167 1.774 0.658
C 7.288 1.277 2.150
C 8.674 0.561 2.502
C 9.314 -0.243 1.302
N 10.521 -1.033 1.665
C 6.271 3.029 0.293
C 4.705 2.873 0.399
C 4.155 2.542 1.848
C 2.592 2.163 1.667
C 1.634 3.131 2.478
C 0.165 2.465 2.449
C -0.902 3.522 1.910
C -2.263 3.309 2.705
C -3.507 2.859 1.819
C -3.158 1.924 0.595
C -2.577 0.494 0.994
C -3.407 -0.609 0.182
C -2.769 -2.054 0.248
C -1.238 -2.127 -0.159
C -0.915 -3.670 -0.475
C -0.646 -4.525 0.834
C 0.641 -4.081 1.653
C 1.976 -4.701 1.002
C 2.895 -5.291 2.165
C 4.454 -4.979 1.892
C 5.068 -4.395 3.256
H 4.338 7.112 -1.582
H 6.057 3.501 -3.355
H 4.714 2.884 -2.298
H 7.736 3.572 -1.375
H 6.488 0.971 -2.493
H 6.906 -0.209 -0.322
H 8.211 2.143 0.389
H 6.454 0.591 2.466
H 7.233 2.199 2.810
H 8.433 -0.197 3.313
H 9.438 1.285 2.921
H 9.550 0.442 0.427
H 8.517 -0.968 0.930
H 10.583 -1.764 0.939
H 11.324 -0.424 1.438
H 6.696 3.883 0.908
H 4.349 2.046 -0.286
H 4.175 3.819 0.065
H 4.623 1.646 2.336
H 4.272 3.466 2.495
H 2.341 2.248 0.565
H 2.443 1.093 2.003
H 2.043 3.185 3.532
H 1.635 4.177 2.064
H 0.166 1.492 1.876
H -0.085 2.247 3.524
H -1.007 3.547 0.793
H -0.499 4.543 2.209
H -2.191 2.603 3.578
H -2.538 4.321 3.148
H -4.135 3.742 1.480
H -4.185 2.255 2.505
H -4.144 1.723 0.060
H -2.503 2.416 -0.190
H -1.531 0.450 0.544
H -2.554 0.291 2.099
H -4.430 -0.652 0.674
H -3.601 -0.294 -0.888
H -3.001 -2.552 1.243
H -3.330 -2.684 -0.519
H -0.637 -1.762 0.719
H -1.008 -1.547 -1.098
H -1.799 -4.156 -0.997
H -0.054 -3.732 -1.211
H -0.441 -5.591 0.489
H -1.560 -4.605 1.502
H 0.773 -2.963 1.717
H 0.511 -4.472 2.708
H 2.553 -3.888 0.461
H 1.712 -5.467 0.213
H 2.835 -6.426 2.196
H 2.612 -4.885 3.174
H 4.997 -5.899 1.544
H 4.597 -4.174 1.118
H 6.188 -4.338 3.171
H 4.673 -3.351 3.451
H 4.742 -5.088 4.091
O -6.769 -1.432 -1.392
P -7.563 -1.158 -2.673
N -6.366 -0.114 -3.334
C -6.574 1.092 -4.110
C -5.213 -0.832 -3.871
N -8.795 -0.277 -1.820
C -8.526 1.070 -1.328
C -9.386 -1.049 -0.722
N -8.525 -0.995 -4.174
C -9.690 -0.134 -4.333
C -8.865 -2.335 -4.688
H -6.877 0.879 -5.145
H -5.648 1.674 -4.154
H -7.310 1.759 -3.669
H -5.437 -1.260 -4.858
H -4.920 -1.651 -3.210
H -4.342 -0.176 -3.962
H -7.551 1.155 -0.838
H -9.296 1.397 -0.627
H -8.578 1.798 -2.142
H -8.756 -1.054 0.178
H -9.540 -2.089 -1.025
H -10.367 -0.649 -0.455
H -10.535 -0.444 -3.711
H -10.021 -0.154 -5.377
H -9.458 0.909 -4.122
H -9.615 -2.828 -4.057
H -7.971 -2.968 -4.709
H -9.241 -2.286 -5.713
*
```


Here is a cluster of 7 separate species, C36H76O11 in total in a non-equilibrium geometry from OMol25. Energies are from ωB97M-V/def2-TZVPD.

Values from the calculation:
Orbital gap (eV): 8.6
SMILES: CC(=O)OCCCCCCC1=CC(=O)OC1=O.CCOCC.CCOCC.CCOCC.CCOCC.CCOCC.CCOCC
Energy relative to the best compared isomer or geometry (same formula, charge and spin) (eV): 3.260
DFT total energy (a.u.): -2244.68458
Strongest force on any atom (hartree/bohr): 0.093
Molar mass (g mol⁻¹): 685.0

```
! wB97M-V def2-TZVPD RIJCOSX def2/J DEFGRID3
* xyz 0 1
C 1.415 -2.016 3.715
C 1.523 -0.429 3.632
O 2.626 0.095 3.941
O 0.484 0.460 3.251
C -0.160 0.060 2.017
C -1.578 0.818 1.939
C -2.308 0.928 3.394
C -3.895 0.810 3.182
C -4.627 -0.249 4.134
C -3.878 -1.654 4.299
C -3.450 -2.360 2.941
C -3.748 -2.097 1.584
C -2.981 -3.269 0.810
O -2.619 -3.374 -0.369
O -2.806 -4.299 1.784
C -2.516 -3.673 3.031
O -1.780 -4.011 3.965
H 2.317 -2.436 4.271
H 1.415 -2.435 2.638
H 0.444 -2.342 4.214
H 0.425 0.372 1.079
H -0.383 -1.062 1.950
H -2.227 0.281 1.165
H -1.427 1.885 1.528
H -2.066 1.999 3.751
H -1.885 0.195 4.153
H -4.344 1.842 3.441
H -4.139 0.664 2.064
H -4.665 0.226 5.187
H -5.734 -0.365 3.830
H -4.635 -2.368 4.804
H -2.967 -1.639 4.980
H -4.408 -1.260 1.202
C 3.302 2.189 -2.828
C 1.884 2.667 -2.565
O 1.309 2.100 -1.395
C 1.982 2.363 -0.171
C 2.078 3.842 0.162
H 3.325 1.098 -2.913
H 3.686 2.622 -3.755
H 3.983 2.467 -2.022
H 1.249 2.367 -3.402
H 1.839 3.760 -2.520
H 2.972 1.895 -0.176
H 1.409 1.861 0.613
H 2.649 4.394 -0.588
H 2.568 3.982 1.128
H 1.080 4.289 0.207
C -8.270 3.407 0.188
C -6.814 3.556 0.600
O -6.152 2.314 0.803
C -6.089 1.443 -0.318
C -5.364 2.041 -1.511
H -8.822 2.834 0.939
H -8.737 4.390 0.082
H -8.373 2.884 -0.763
H -6.770 4.090 1.552
H -6.262 4.166 -0.122
H -7.095 1.109 -0.594
H -5.548 0.550 0.012
H -5.865 2.935 -1.889
H -5.312 1.317 -2.327
H -4.346 2.330 -1.234
C 8.360 -0.956 -2.116
C 7.060 -0.230 -1.813
O 6.327 0.131 -2.976
C 5.913 -0.935 -3.819
C 5.007 -1.936 -3.123
H 9.000 -0.343 -2.758
H 8.898 -1.176 -1.190
H 8.188 -1.901 -2.634
H 7.292 0.702 -1.291
H 6.431 -0.815 -1.135
H 6.785 -1.429 -4.260
H 5.365 -0.481 -4.650
H 5.505 -2.426 -2.284
H 4.687 -2.710 -3.823
H 4.120 -1.433 -2.727
C 1.477 -7.773 0.527
C 1.546 -6.509 1.367
O 2.769 -5.799 1.225
C 3.085 -5.340 -0.082
C 2.050 -4.387 -0.656
H 2.303 -8.445 0.779
H 0.532 -8.295 0.702
H 1.545 -7.558 -0.541
H 1.466 -6.783 2.422
H 0.698 -5.849 1.155
H 3.250 -6.191 -0.751
H 4.043 -4.818 -0.006
H 1.072 -4.860 -0.761
H 2.362 -4.038 -1.643
H 1.926 -3.520 -0.001
C 6.844 7.601 2.137
C 5.496 7.145 1.605
O 5.482 6.933 0.200
C 6.380 5.950 -0.298
C 6.139 4.564 0.274
H 7.159 8.524 1.640
H 6.787 7.783 3.213
H 7.623 6.856 1.966
H 4.756 7.923 1.808
H 5.150 6.247 2.126
H 7.415 6.268 -0.138
H 6.233 5.915 -1.382
H 6.279 4.538 1.356
H 6.830 3.844 -0.171
H 5.115 4.238 0.069
C -4.475 -2.457 -2.786
C -5.781 -1.760 -2.447
O -6.541 -1.389 -3.589
C -6.949 -2.447 -4.446
C -7.822 -3.482 -3.758
H -3.857 -1.820 -3.426
H -3.919 -2.685 -1.874
H -4.639 -3.394 -3.320
H -5.555 -0.836 -1.909
H -6.389 -2.370 -1.770
H -6.074 -2.915 -4.910
H -7.519 -1.987 -5.258
H -7.299 -3.981 -2.939
H -8.136 -4.248 -4.471
H -8.714 -3.010 -3.337
*
```


- The lowest DFT total energy belongs to which entry?
  C36H75Br2N4O7S


- What is the molar mass in the first record?
  867.9 g mol⁻¹


- Look up the molar mass of the first one.
  867.9 g mol⁻¹


- The lowest DFT total energy belongs to which entry?
  C36H75Br2N4O7S